A molecular structure, C4H6OY in a non-equilibrium geometry, computed with ωB97M-V/def2-TZVPD.

The geometry in XYZ format:
```
12
Properties=species:S:1:pos:R:3:forces:R:3:mulliken_charge:R:1
O -2.127 0.730 -1.150 -0.686 2.641 -4.930 -0.683
Y -3.430 1.467 -2.924 1.145 -0.507 1.537 1.663
C -1.846 -0.145 -0.345 -0.687 -3.554 4.875 0.022
C 0.244 -0.714 -0.282 2.679 0.712 1.730 -0.714
H -2.541 -0.241 0.510 0.424 0.075 0.181 0.330
H 0.465 -0.402 -1.310 -0.916 0.721 0.197 0.387
H 0.247 -1.802 -0.448 0.570 -0.076 0.925 0.406
H -1.138 -1.162 0.304 1.362 2.237 -2.571 0.411
C 1.801 -0.108 0.645 -2.743 -2.511 -1.304 0.035
C 2.553 0.594 1.443 -1.082 0.324 -0.463 -0.382
H 3.473 0.158 1.849 -0.118 0.117 -0.377 0.267
H 2.299 1.625 1.708 0.053 -0.179 0.200 0.257
```
Positions in Å, forces in eV/Å.

* energy: -7305.5189 eV
* net charge: +2
* ⟨S²⟩: 1.77
* multiplicity: 2
* orbital gap (alpha / beta): 4.197 / 6.010 eV
* energy relative to the best compared isomer or geometry (same formula, charge and spin): 638.2 kJ/mol